No. 1
{"formula": "C5H8NO2", "method": "wB97M-V/def2-TZVPD", "species": ["C", "C", "C", "C", "C", "N", "O", "O", "H", "H", "H", "H", "H", "H", "H", "H"], "positions_angstrom": [[-1.27, -0.79, 0.32], [0.43, -1.80, -0.29], [0.64, 0.93, -0.29], [0.19, -0.43, 0.21], [-0.40, 2.00, -0.30], [1.09, 0.07, 1.39], [2.25, -0.39, 1.42], [-0.95, -2.15, -0.09], [-1.70, -0.74, 1.32], [-1.80, -0.22, -0.42], [0.80, -1.97, -1.43], [1.28, -2.49, 0.24], [1.51, 0.94, -0.98], [0.09, 3.03, -0.45], [-1.13, 1.94, 0.56], [-1.02, 2.07, -1.20]], "mulliken_charge": [-0.69, -0.25, -0.64, 0.91, -1.24, -0.33, -0.61, -0.44, 0.31, 0.28, 0.15, 0.22, 0.38, 0.32, 0.31, 0.31], "charge": -1, "e_lumo_ev": 4.0, "e_homo_ev": -1.82, "total_energy_ev": -10894.681, "homo_lumo_gap_ev": 5.824, "e_above_lowest_kcal_mol": 152.2}


No. 2
{"formula": "C5H11NO", "method": "wB97M-V/def2-TZVPD", "species": ["C", "C", "C", "C", "C", "N", "H", "H", "H", "H", "H", "H", "H", "H", "H", "O", "H", "H"], "positions_angstrom": [[0.71, 0.90, 2.50], [0.73, -0.37, 2.03], [0.46, -0.81, 0.63], [1.16, -2.03, 0.04], [-0.30, 0.04, -0.12], [-0.12, 0.47, -1.40], [-0.05, 1.51, 2.03], [1.17, 1.15, 3.44], [1.43, -1.08, 2.49], [0.48, -2.79, -0.37], [1.73, -2.37, 0.92], [1.80, -1.78, -0.80], [-1.07, 0.55, 0.46], [0.54, -0.07, -1.95], [-0.83, 0.92, -1.95], [-2.83, 1.55, -2.70], [-2.90, 2.26, -2.04], [-2.09, 1.92, -3.21]], "mulliken_charge": [-0.67, -0.53, 0.78, -1.14, -0.32, -0.36, 0.18, 0.29, 0.18, 0.26, 0.32, 0.30, 0.33, 0.18, 0.20, -0.67, 0.34, 0.34], "e_lumo_ev": 0.5, "e_homo_ev": -6.96, "total_energy_ev": -8898.694, "smiles": "C=C/C(C)=C/N.O", "homo_lumo_gap_ev": 7.459, "e_above_lowest_kcal_mol": 69.3}


No. 3
{"formula": "C49H95F12N7O13S4Y", "method": "wB97M-V/def2-TZVPD", "species": ["Y", "C", "F", "F", "F", "S", "O", "O", "N", "S", "O", "O", "C", "F", "F", "F", "C", "F", "F", "F", "S", "O", "O", "N", "S", "O", "O", "C", "F", "F", "F", "C", "C", "C", "C", "C", "C", "N", "O", "C", "C", "C", "H", "H", "H", "H", "H", "H", "H", "H", "H", "H", "H", "H", "H", "H", "H", "H", "H", "H", "H", "C", "C", "C", "C", "C", "C", "N", "O", "C", "C", "C", "H", "H", "H", "H", "H", "H", "H", "H", "H", "H", "H", "H", "H", "H", "H", "H", "H", "H", "H", "C", "C", "C", "C", "C", "C", "N", "O", "C", "C", "C", "H", "H", "H", "H", "H", "H", "H", "H", "H", "H", "H", "H", "H", "H", "H", "H", "H", "H", "H", "C", "C", "C", "C", "C", "C", "N", "O", "C", "C", "C", "H", "H", "H", "H", "H", "H", "H", "H", "H", "H", "H", "H", "H", "H", "H", "H", "H", "H", "H", "C", "C", "C", "C", "C", "C", "N", "O", "C", "C", "C", "H", "H", "H", "H", "H", "H", "H", "H", "H", "H", "H", "H", "H", "H", "H", "H", "H", "H", "H"], "positions_angstrom": [[-4.38, 2.29, -0.10], [-7.98, 0.23, 1.48], [-8.05, 1.30, 2.25], [-8.46, -0.81, 2.08], [-8.63, 0.48, 0.36], [-6.13, -0.07, 1.16], [-5.37, 0.92, 1.91], [-5.86, -1.44, 1.32], [-5.82, 0.60, -0.40], [-6.26, -0.58, -1.47], [-5.20, -1.30, -2.08], [-7.32, -1.40, -1.01], [-6.91, 0.50, -2.82], [-8.06, 1.05, -2.46], [-6.01, 1.46, -3.09], [-7.12, -0.23, -3.90], [-0.50, 0.69, 1.24], [0.05, -0.47, 1.52], [-1.06, 1.21, 2.32], [0.41, 1.51, 0.77], [-1.85, 0.30, -0.04], [-1.37, -0.72, -0.88], [-3.06, 0.10, 0.74], [-2.37, 1.71, -0.85], [-1.32, 2.01, -2.10], [-1.46, 3.39, -2.45], [-0.01, 1.58, -1.78], [-1.97, 0.96, -3.51], [-2.21, 1.75, -4.54], [-1.06, 0.09, -3.85], [-3.09, 0.36, -3.14], [2.15, 8.05, -2.98], [1.30, 6.79, -2.71], [1.21, 5.94, -3.97], [2.38, 4.98, -4.20], [2.62, 4.13, -2.98], [2.89, 5.00, -1.75], [1.86, 6.01, -1.61], [1.91, 6.70, -0.39], [2.85, 4.11, -0.51], [4.31, 5.58, -1.84], [-0.10, 7.26, -2.30], [1.73, 8.63, -3.81], [3.14, 7.77, -3.37], [2.25, 8.71, -2.12], [0.34, 5.29, -3.79], [1.07, 6.54, -4.86], [3.29, 5.52, -4.49], [2.18, 4.37, -5.09], [3.44, 3.43, -3.12], [1.72, 3.54, -2.80], [1.83, 3.90, -0.18], [3.35, 3.15, -0.69], [3.32, 4.60, 0.35], [4.48, 6.33, -1.07], [5.08, 4.81, -1.80], [4.51, 6.09, -2.78], [-0.66, 6.46, -1.81], [-0.68, 7.60, -3.17], [-0.04, 8.11, -1.62], [2.59, 7.39, -0.47], [3.91, -5.90, 3.48], [4.76, -4.72, 3.99], [5.73, -4.26, 2.91], [5.09, -3.47, 1.77], [4.19, -2.38, 2.32], [3.24, -2.76, 3.46], [3.99, -3.57, 4.41], [3.23, -3.79, 5.59], [2.76, -1.49, 4.16], [2.02, -3.47, 2.82], [5.59, -5.22, 5.17], [3.22, -6.22, 4.26], [4.52, -6.78, 3.26], [3.36, -5.68, 2.57], [6.43, -3.58, 3.41], [6.33, -5.10, 2.57], [4.54, -4.14, 1.10], [5.87, -2.97, 1.20], [3.56, -2.05, 1.48], [4.70, -1.44, 2.54], [3.55, -1.08, 4.79], [2.48, -0.77, 3.39], [1.87, -1.72, 4.73], [2.28, -4.06, 1.95], [1.48, -4.12, 3.51], [1.34, -2.68, 2.49], [5.04, -5.51, 6.06], [6.25, -4.40, 5.49], [6.25, -6.01, 4.81], [3.77, -3.41, 6.28], [2.19, -2.08, -1.18], [3.15, -1.49, -2.23], [4.59, -1.61, -1.72], [5.16, -3.01, -1.86], [5.14, -3.37, -3.33], [3.72, -3.32, -3.92], [3.06, -2.10, -3.54], [1.80, -1.95, -4.15], [3.88, -3.39, -5.42], [2.96, -4.59, -3.49], [2.85, -0.01, -2.36], [2.26, -3.17, -1.07], [1.15, -1.90, -1.51], [2.27, -1.61, -0.21], [5.22, -1.01, -2.39], [4.70, -1.26, -0.69], [4.58, -3.75, -1.30], [6.18, -3.05, -1.45], [5.51, -4.39, -3.51], [5.88, -2.78, -3.87], [2.93, -3.35, -5.96], [4.44, -2.52, -5.78], [4.38, -4.30, -5.77], [3.38, -5.53, -3.85], [2.93, -4.68, -2.40], [1.92, -4.53, -3.83], [1.86, 0.16, -2.80], [3.57, 0.50, -3.00], [2.78, 0.53, -1.41], [1.15, -2.40, -3.58], [-1.31, -6.60, -1.46], [-1.06, -5.36, -0.62], [-1.20, -4.04, -1.35], [-2.63, -3.64, -1.61], [-3.43, -3.60, -0.30], [-3.29, -4.86, 0.55], [-1.87, -5.26, 0.61], [-1.77, -6.45, 1.38], [-3.67, -4.44, 1.98], [-4.22, -5.96, 0.06], [0.40, -5.40, -0.13], [-2.18, -6.54, -2.11], [-1.47, -7.46, -0.80], [-0.42, -6.83, -2.05], [-0.68, -3.24, -0.82], [-0.71, -4.17, -2.33], [-3.17, -4.34, -2.26], [-2.75, -2.65, -2.07], [-4.49, -3.39, -0.47], [-3.06, -2.70, 0.21], [-2.86, -3.88, 2.43], [-4.59, -3.84, 1.92], [-3.89, -5.31, 2.60], [-5.20, -5.56, -0.23], [-3.85, -6.48, -0.82], [-4.40, -6.70, 0.85], [0.54, -4.55, 0.55], [1.06, -5.25, -0.99], [0.64, -6.33, 0.37], [-1.36, -6.15, 2.20], [-3.41, 4.11, 4.68], [-4.25, 4.40, 3.43], [-4.68, 5.86, 3.43], [-3.52, 6.81, 3.14], [-2.89, 6.42, 1.81], [-2.40, 4.97, 1.73], [-3.54, 4.11, 2.17], [-3.27, 2.71, 2.09], [-2.16, 4.71, 0.25], [-1.10, 4.77, 2.50], [-5.52, 3.54, 3.48], [-2.88, 3.16, 4.66], [-4.03, 4.12, 5.58], [-2.65, 4.87, 4.84], [-5.51, 6.02, 2.73], [-5.11, 6.08, 4.41], [-2.79, 6.87, 3.94], [-3.99, 7.79, 3.00], [-2.04, 7.08, 1.66], [-3.62, 6.56, 1.01], [-1.36, 5.35, -0.12], [-1.72, 3.72, 0.09], [-3.04, 4.83, -0.40], [-0.93, 5.46, 3.33], [-1.05, 3.76, 2.94], [-0.22, 4.85, 1.86], [-5.36, 2.59, 3.99], [-5.96, 3.37, 2.49], [-6.33, 4.05, 4.01], [-2.63, 2.51, 2.80]], "mulliken_charge": [1.19, 0.75, -0.18, -0.19, -0.18, 0.38, -0.23, -0.39, -0.13, 0.88, -0.55, -0.56, 0.39, -0.20, -0.21, -0.18, 0.08, -0.13, -0.34, 0.09, -0.29, 0.61, -0.24, -0.01, 0.52, -0.54, 0.08, 0.50, -0.22, -0.18, -0.08, -1.82, 1.36, -0.92, -1.10, -0.47, 1.60, 1.18, -0.48, -1.62, -1.86, -1.28, 0.44, 0.32, 0.43, 0.14, 0.51, 0.43, 0.40, 0.53, -0.41, 0.02, 0.32, 0.41, 0.35, 0.45, 0.34, -0.13, 0.37, 0.44, 0.26, -1.66, 1.59, -1.54, -0.09, -0.23, 1.93, 0.41, -0.50, -1.98, -0.73, -2.00, 0.38, 0.41, 0.21, 0.47, 0.48, -0.11, 0.51, -0.94, 0.54, 0.50, 0.31, 0.35, -0.12, 0.42, -0.06, 0.41, 0.45, 0.39, 0.34, -0.08, 2.84, -1.57, -0.01, -1.71, 2.13, 0.27, -0.53, -2.16, -1.64, -2.69, -0.21, -0.22, -0.26, 0.37, 0.56, -0.08, 0.42, 0.52, 0.33, 0.36, 0.46, 0.39, 0.53, 0.15, 0.31, 0.23, 0.71, 0.24, 0.38, -1.87, 1.58, 0.03, -1.50, -0.88, 1.93, 0.69, -0.55, -1.89, -1.66, -1.76, 0.35, 0.42, 0.46, -0.51, 0.49, 0.72, 0.23, 0.68, -0.27, 0.32, 0.31, 0.45, 0.36, 0.29, 0.36, 0.07, 0.07, 0.66, 0.34, -1.64, 1.46, -1.32, -0.76, -1.19, 2.24, 0.66, 0.58, -2.65, -1.46, -1.88, 0.23, 0.50, 0.38, 0.43, 0.41, 0.37, 0.45, 0.39, 0.51, 0.18, -0.18, 0.69, 0.35, 0.18, 0.32, 0.42, 0.18, 0.48, -0.05], "charge": 1, "e_lumo_ev": -4.9, "e_homo_ev": -9.58, "total_energy_ev": -166383.976, "homo_lumo_gap_ev": 4.643, "e_above_lowest_kcal_mol": 0.0}


No. 4
{"formula": "CH2N2O2", "method": "wB97M-V/def2-TZVPD", "species": ["C", "N", "O", "N", "O", "H", "H"], "positions_angstrom": [[-0.49, 0.74, 0.47], [-0.96, -0.40, 0.73], [-0.10, -1.34, 0.23], [0.97, -0.63, -0.48], [0.69, 0.74, -0.21], [-0.92, 1.68, 0.75], [0.80, -0.78, -1.48]], "mulliken_charge": [0.08, -0.24, -0.15, -0.10, -0.24, 0.39, 0.25], "e_lumo_ev": 0.9, "e_homo_ev": -9.05, "total_energy_ev": -8139.580, "smiles": "C1=NONO1", "homo_lumo_gap_ev": 9.970, "e_above_lowest_kcal_mol": 133.5}


No. 5
{"formula": "H2N2O3S", "method": "wB97M-V/def2-TZVPD", "species": ["N", "O", "N", "S", "O", "O", "H", "H"], "positions_angstrom": [[-0.10, -0.03, 0.09], [-0.51, -0.90, 1.04], [-1.61, -1.80, 0.71], [-1.08, -2.82, -0.33], [-1.97, -3.84, -0.70], [0.30, -2.64, -0.84], [-0.67, 0.84, 0.16], [0.87, 0.22, 0.19]], "mulliken_charge": [-0.36, -0.15, -0.14, 0.99, -0.42, -0.39, 0.25, 0.23], "e_lumo_ev": -0.2, "e_homo_ev": -9.98, "total_energy_ev": -19984.593, "smiles": "NON=S(=O)=O", "homo_lumo_gap_ev": 9.753, "e_above_lowest_kcal_mol": 76.0}


No. 6
{"formula": "C10H17N3O2P", "method": "wB97M-V/def2-TZVPD", "species": ["N", "P", "N", "C", "C", "N", "C", "C", "H", "H", "H", "H", "H", "H", "H", "H", "H", "H", "H", "H", "H", "C", "C", "C", "O", "C", "C", "C", "O", "H", "H", "H", "H"], "positions_angstrom": [[2.84, 1.57, 3.00], [2.07, 1.83, 1.71], [0.27, 1.69, 1.78], [-0.25, 0.31, 1.48], [-1.70, 0.24, 1.95], [-2.53, 1.31, 1.44], [-1.95, 2.63, 1.45], [-0.53, 2.65, 0.92], [2.36, 1.29, 3.83], [2.31, 1.00, 0.62], [2.17, 3.12, 1.19], [0.01, 1.91, 2.75], [-0.19, 0.14, 0.41], [0.36, -0.44, 1.99], [-2.10, -0.71, 1.60], [-1.73, 0.21, 3.04], [-2.96, 1.08, 0.56], [-1.94, 3.01, 2.48], [-2.56, 3.31, 0.87], [-0.50, 2.25, -0.10], [-0.07, 3.64, 0.92], [0.00, -3.36, -3.95], [-0.72, -2.38, -3.41], [-0.23, -1.62, -2.24], [-0.90, -0.73, -1.75], [1.11, -1.97, -1.70], [1.83, -2.95, -2.24], [1.33, -3.72, -3.41], [2.00, -4.61, -3.90], [-0.35, -3.94, -4.80], [-1.70, -2.10, -3.78], [1.45, -1.40, -0.85], [2.81, -3.23, -1.86]], "mulliken_charge": [-0.61, 0.45, -0.17, -0.66, -1.01, -0.24, -0.93, -0.45, 0.27, 0.08, 0.10, 0.42, 0.52, 0.50, 0.49, 0.31, 0.33, 0.32, 0.46, 0.35, 0.48, -0.43, -0.41, 0.66, -0.54, -0.06, -0.49, 0.24, -0.50, 0.42, 0.42, 0.24, 0.43], "charge": 1, "e_lumo_ev": -4.1, "e_homo_ev": -12.83, "total_energy_ev": -28490.959, "homo_lumo_gap_ev": 8.738}


No. 7
{"formula": "C3H10N2O4", "method": "wB97M-V/def2-TZVPD", "species": ["C", "C", "C", "N", "N", "O", "O", "O", "O", "H", "H", "H", "H", "H", "H", "H", "H", "H", "H"], "positions_angstrom": [[-2.20, -0.88, 0.97], [-1.28, -0.20, 0.12], [0.63, -0.28, 0.78], [1.68, -1.17, 1.47], [0.61, 1.70, -4.00], [0.94, -1.87, 2.49], [-1.37, 0.52, -0.82], [1.28, 0.39, -0.24], [0.08, 0.49, 1.88], [-2.18, -0.37, 2.02], [-1.87, -1.90, 1.08], [-3.34, -0.77, 0.74], [2.06, -1.87, 0.94], [0.38, 2.66, -4.02], [1.08, 1.56, -3.11], [1.23, 1.59, -4.80], [0.59, 0.51, -0.91], [0.84, -1.18, 3.22], [0.85, 1.06, 2.22]], "mulliken_charge": [-1.03, 0.72, 0.48, -0.34, -0.64, -0.41, -0.50, -0.53, -0.56, 0.25, 0.31, 0.32, 0.25, 0.21, 0.23, 0.22, 0.40, 0.34, 0.29], "e_lumo_ev": 0.7, "e_homo_ev": -8.67, "total_energy_ev": -14439.211, "homo_lumo_gap_ev": 9.380, "e_above_lowest_kcal_mol": 110.4}


No. 8
{"formula": "C34H45AlBrClN6O2P", "method": "wB97M-V/def2-TZVPD", "species": ["C", "C", "P", "C", "C", "Al", "Cl", "C", "C", "O", "Br", "C", "C", "O", "C", "N", "H", "H", "H", "H", "H", "H", "H", "H", "H", "H", "H", "H", "H", "H", "H", "H", "H", "H", "H", "H", "N", "C", "C", "C", "C", "C", "H", "H", "H", "H", "H", "N", "C", "C", "C", "C", "C", "H", "H", "H", "H", "H", "N", "C", "C", "C", "C", "C", "H", "H", "H", "H", "H", "N", "C", "C", "C", "C", "C", "H", "H", "H", "H", "H", "N", "C", "C", "C", "C", "C", "H", "H", "H", "H", "H"], "positions_angstrom": [[1.80, 0.44, 1.24], [0.77, 1.26, 0.49], [0.37, 0.50, -1.18], [0.14, -1.31, -0.80], [-0.05, -2.09, -2.11], [-1.77, 1.34, -1.70], [-2.45, 0.28, -3.56], [-1.85, 3.36, -2.05], [-0.66, 4.12, -2.53], [-0.43, 5.29, -2.27], [0.64, 3.23, -3.71], [-2.98, 0.93, -0.15], [-4.43, 1.36, -0.32], [-4.64, 1.88, -1.63], [-5.39, 0.20, -0.01], [-5.53, -0.79, -1.08], [1.34, -0.36, 1.80], [2.47, -0.04, 0.53], [2.39, 1.05, 1.92], [-0.14, 1.37, 1.08], [1.15, 2.25, 0.26], [1.02, -1.70, -0.29], [-0.71, -1.49, -0.15], [-1.08, -2.38, -2.24], [0.28, -1.49, -2.94], [0.57, -2.98, -2.10], [-2.63, 3.54, -2.78], [-2.17, 3.85, -1.13], [-2.93, -0.15, -0.02], [-2.54, 1.39, 0.72], [-4.65, 2.14, 0.41], [-5.56, 1.74, -1.85], [-5.01, -0.29, 0.87], [-6.38, 0.57, 0.26], [-4.61, -1.06, -1.40], [-6.04, -0.38, -1.84], [2.56, -4.41, 0.26], [2.66, -5.30, 1.24], [3.55, -5.20, 2.30], [4.40, -4.11, 2.33], [4.33, -3.17, 1.32], [3.39, -3.36, 0.31], [1.97, -6.14, 1.17], [3.58, -5.96, 3.07], [5.12, -4.00, 3.14], [4.97, -2.30, 1.31], [3.29, -2.64, -0.50], [-3.68, 3.50, -7.53], [-3.56, 4.49, -8.42], [-2.56, 5.44, -8.38], [-1.62, 5.36, -7.37], [-1.72, 4.34, -6.44], [-2.76, 3.43, -6.56], [-4.33, 4.52, -9.19], [-2.52, 6.22, -9.13], [-0.82, 6.09, -7.30], [-0.99, 4.26, -5.63], [-2.88, 2.62, -5.86], [-2.64, 2.82, 2.64], [-3.00, 2.40, 3.85], [-3.26, 3.26, 4.91], [-3.14, 4.62, 4.70], [-2.78, 5.07, 3.44], [-2.54, 4.13, 2.45], [-3.07, 1.33, 3.97], [-3.54, 2.86, 5.88], [-3.34, 5.33, 5.50], [-2.68, 6.13, 3.23], [-2.26, 4.44, 1.45], [2.50, -6.89, 5.27], [1.44, -6.14, 4.95], [0.42, -5.83, 5.85], [0.51, -6.33, 7.14], [1.60, -7.11, 7.48], [2.56, -7.35, 6.51], [1.41, -5.78, 3.93], [-0.41, -5.22, 5.54], [-0.26, -6.11, 7.86], [1.71, -7.52, 8.47], [3.44, -7.96, 6.74], [4.68, -0.75, -1.41], [5.82, -1.33, -1.05], [7.05, -0.68, -1.03], [7.08, 0.65, -1.43], [5.90, 1.27, -1.81], [4.73, 0.52, -1.78], [5.75, -2.37, -0.76], [7.94, -1.20, -0.72], [8.02, 1.20, -1.43], [5.88, 2.30, -2.12], [3.78, 0.97, -2.06]], "mulliken_charge": [-1.05, -0.25, 0.12, 0.07, -1.27, 0.04, -0.52, -0.34, 0.33, -0.63, -0.21, -0.07, 0.53, -0.49, -1.29, -0.62, 0.29, -0.02, 0.48, 0.09, 0.38, -0.31, 0.42, 0.26, 0.33, 0.34, 0.39, 0.16, 0.41, -0.29, 0.09, 0.26, 0.43, 0.43, 0.30, 0.29, -0.48, -0.63, -0.37, -0.64, -0.32, -0.13, 0.39, 0.71, 0.39, 0.56, 0.58, -0.53, -0.29, -0.28, -0.55, 0.13, -0.34, 0.34, 0.35, 0.38, 0.15, 0.57, -0.12, -0.23, -0.63, -0.17, -0.74, -0.01, 0.42, 0.37, 0.36, 0.40, 0.31, -0.35, 0.19, -0.66, -0.18, -0.41, -0.26, 0.21, 0.36, 0.37, 0.35, 0.36, -0.20, -0.39, -0.77, -0.12, -0.68, -0.26, 0.74, 0.36, 0.37, 0.38, 0.50], "charge": -1, "e_lumo_ev": 2.1, "e_homo_ev": -3.85, "total_energy_ev": -147477.859, "homo_lumo_gap_ev": 5.940}


F_max values (in eV/Å) by entry order: 4.57, 2.18, 3.38, 0.98, 4.24, 0.68, 5.41, 3.16.